{
  "formula": "C72H181N11O24",
  "method": "the ωB97M-V functional and the def2-TZVPD basis",
  "species": ["C", "C", "C", "O", "H", "H", "H", "H", "H", "H", "H", "H", "C", "C", "C", "O", "H", "H", "H", "H", "H", "H", "H", "H", "C", "O", "C", "C", "N", "C", "C", "O", "C", "H", "H", "H", "H", "H", "H", "H", "H", "H", "H", "H", "H", "H", "H", "H", "C", "O", "C", "C", "N", "C", "C", "O", "C", "H", "H", "H", "H", "H", "H", "H", "H", "H", "H", "H", "H", "H", "H", "H", "C", "O", "C", "C", "N", "C", "C", "O", "C", "H", "H", "H", "H", "H", "H", "H", "H", "H", "H", "H", "H", "H", "H", "H", "C", "O", "C", "C", "N", "C", "C", "O", "C", "H", "H", "H", "H", "H", "H", "H", "H", "H", "H", "H", "H", "H", "H", "H", "C", "O", "C", "C", "N", "C", "C", "O", "C", "H", "H", "H", "H", "H", "H", "H", "H", "H", "H", "H", "H", "H", "H", "H", "C", "O", "C", "C", "N", "C", "C", "O", "C", "H", "H", "H", "H", "H", "H", "H", "H", "H", "H", "H", "H", "H", "H", "H", "C", "O", "C", "C", "N", "C", "C", "O", "C", "H", "H", "H", "H", "H", "H", "H", "H", "H", "H", "H", "H", "H", "H", "H", "C", "O", "C", "C", "N", "C", "C", "O", "C", "H", "H", "H", "H", "H", "H", "H", "H", "H", "H", "H", "H", "H", "H", "H", "C", "O", "C", "C", "N", "C", "C", "O", "C", "H", "H", "H", "H", "H", "H", "H", "H", "H", "H", "H", "H", "H", "H", "H", "C", "O", "C", "C", "N", "C", "C", "O", "C", "H", "H", "H", "H", "H", "H", "H", "H", "H", "H", "H", "H", "H", "H", "H", "C", "O", "C", "C", "N", "C", "C", "O", "C", "H", "H", "H", "H", "H", "H", "H", "H", "H", "H", "H", "H", "H", "H", "H"],
  "positions_angstrom": [[-1.72636, -10.46634, 11.29619], [-2.33737, -9.55593, 10.29231], [-2.01959, -9.88016, 8.90000], [-3.73955, -9.48939, 10.36458], [-2.13315, -11.47755, 11.30418], [-2.04771, -10.12916, 12.28166], [-0.67165, -10.68853, 11.13396], [-1.97244, -8.56221, 10.55204], [-0.97179, -9.98355, 8.61800], [-2.39931, -9.11874, 8.21871], [-2.60364, -10.74234, 8.57809], [-4.09056, -8.74879, 9.86467], [5.24487, -0.18165, 5.81321], [4.26312, 0.14046, 4.75055], [3.15902, 1.14243, 5.15242], [4.98566, 0.78886, 3.75458], [4.68638, -0.71675, 6.58124], [5.71020, 0.70087, 6.25220], [6.01786, -0.83469, 5.40809], [4.00785, -0.83287, 4.33154], [2.43642, 1.23448, 4.34157], [3.45584, 2.17517, 5.33535], [2.58873, 0.86937, 6.04028], [5.30783, 0.14442, 3.12015], [5.29384, -9.82236, -4.90104], [4.85986, -9.50850, -3.54681], [5.95554, -9.69640, -2.51907], [5.36521, -9.42527, -1.14237], [6.31018, -9.61495, -0.06588], [5.70227, -9.29695, 1.19064], [6.68301, -9.89365, 2.34547], [6.37758, -9.28729, 3.53575], [7.33907, -8.24470, 3.80766], [5.90290, -9.00983, -5.29723], [4.36499, -9.94418, -5.45824], [5.94764, -10.69425, -4.92215], [6.75843, -9.02310, -2.81929], [6.34379, -10.71022, -2.61677], [4.54406, -10.13559, -1.04614], [4.93809, -8.42289, -1.17245], [7.09393, -8.98775, -0.17750], [4.75832, -9.79565, 1.41055], [5.44195, -8.23867, 1.17085], [7.72118, -9.96192, 2.02038], [6.50563, -10.94792, 2.55795], [8.26761, -8.74084, 4.09009], [6.88408, -7.74522, 4.66299], [7.40074, -7.54074, 2.97776], [-3.29326, 9.63755, 1.20901], [-4.63730, 9.71476, 0.65444], [-5.48660, 9.99096, 1.73214], [-6.85705, 10.20794, 1.34359], [-7.73262, 10.73183, 2.39689], [-7.44731, 12.09883, 2.92492], [-6.57245, 12.10357, 4.21404], [-6.36576, 13.38557, 4.70306], [-7.36911, 14.03602, 5.38203], [-2.42171, 9.37187, 0.61074], [-3.34644, 8.84961, 1.96028], [-3.00111, 10.60451, 1.61857], [-5.19706, 10.93163, 2.20056], [-5.47641, 9.21684, 2.49943], [-7.26806, 9.27932, 0.94756], [-6.86683, 10.83644, 0.45308], [-8.69813, 10.70812, 2.10138], [-8.32545, 12.63600, 3.28326], [-6.94424, 12.72605, 2.18897], [-5.57609, 11.70686, 4.01914], [-6.84965, 11.45587, 5.04574], [-7.36316, 14.07543, 6.47129], [-8.35283, 13.71327, 5.04109], [-7.39324, 15.07634, 5.05761], [-2.04489, 9.37185, -5.96891], [-2.11596, 10.76291, -6.30774], [-2.13451, 11.59520, -5.07382], [-2.04927, 13.15019, -5.30156], [-0.96992, 13.69215, -6.10894], [0.31080, 13.46671, -5.49085], [1.53278, 14.11137, -6.16687], [1.55372, 13.42707, -7.44720], [2.85789, 13.51206, -8.07631], [-2.79426, 9.01502, -5.26238], [-1.07140, 9.11421, -5.55174], [-2.29129, 8.76906, -6.84301], [-1.36509, 11.34756, -4.34255], [-3.04186, 11.15509, -4.66012], [-2.21832, 13.63911, -4.34214], [-2.88103, 13.64719, -5.80083], [-0.79248, 13.28155, -7.01449], [0.50752, 12.39618, -5.54891], [0.07189, 13.59230, -4.43479], [2.52815, 14.19167, -5.72998], [1.26646, 15.15098, -6.35757], [3.09344, 14.55816, -8.27202], [2.93560, 12.97295, -9.02047], [3.61341, 13.06367, -7.43114], [-11.20755, 3.87002, 0.92421], [-10.57378, 2.74776, 0.54377], [-9.64153, 2.21866, 1.50487], [-8.42552, 3.15168, 1.68987], [-7.65825, 3.12630, 0.35753], [-6.36850, 3.74846, 0.38925], [-5.39802, 3.33981, 1.49875], [-5.80603, 3.90506, 2.79620], [-4.85498, 3.77446, 3.85007], [-12.02603, 3.59201, 1.58822], [-11.65389, 4.29015, 0.02290], [-10.56956, 4.50850, 1.53529], [-9.33924, 1.20731, 1.23302], [-10.13275, 1.88525, 2.41901], [-7.79739, 2.80663, 2.51114], [-8.58390, 4.18077, 2.01236], [-8.30006, 3.59172, -0.26822], [-6.59016, 4.81568, 0.38707], [-5.81900, 3.65974, -0.54792], [-4.39088, 3.55088, 1.13928], [-5.39221, 2.26583, 1.68484], [-5.50150, 3.27118, 4.56897], [-4.57074, 4.74679, 4.25241], [-4.02922, 3.07981, 3.69624], [2.59624, -15.48403, -0.59747], [3.29099, -16.62051, -0.04340], [2.37780, -17.52966, 0.65048], [1.72460, -16.88298, 1.89036], [2.67419, -16.16539, 2.80481], [1.84592, -15.40513, 3.70266], [2.11795, -13.90591, 3.48299], [1.95664, -13.48961, 2.12197], [0.72255, -12.95917, 1.85307], [2.11122, -15.84592, -1.50405], [3.22584, -14.59887, -0.68803], [1.82246, -15.08672, 0.05939], [3.00014, -18.36003, 0.98404], [1.66336, -17.98658, -0.03428], [1.35153, -17.74764, 2.43924], [0.85597, -16.28395, 1.61701], [3.17606, -15.50574, 2.22766], [2.21790, -15.60293, 4.70795], [0.79994, -15.70540, 3.64058], [3.12357, -13.59899, 3.77047], [1.54346, -13.44493, 4.28646], [0.41370, -13.01089, 0.80902], [0.57867, -11.91713, 2.13867], [-0.11041, -13.42978, 2.37537], [-0.37087, -5.73476, 14.19817], [-0.26127, -4.79506, 13.13419], [-1.52340, -4.28458, 12.69667], [-1.28210, -2.98027, 11.86571], [-0.72102, -3.43688, 10.59500], [-1.07959, -2.38875, 9.59723], [-0.56133, -2.92339, 8.21967], [-1.02370, -2.19258, 7.15093], [-2.38576, -2.56999, 6.66109], [-0.72299, -6.74723, 14.00069], [-1.00552, -5.30097, 14.97091], [0.65093, -5.81066, 14.57003], [-2.02633, -3.99730, 13.62005], [-2.08919, -5.05557, 12.17365], [-0.70872, -2.14945, 12.27688], [-2.22450, -2.48641, 11.62890], [0.26036, -3.50252, 10.82454], [-0.61123, -1.41931, 9.76728], [-2.16329, -2.29997, 9.52094], [-0.77860, -3.98349, 8.08894], [0.52027, -2.99171, 8.10323], [-2.40354, -3.52594, 6.13769], [-2.75688, -1.85541, 5.92642], [-3.20734, -2.52552, 7.37603], [6.33518, -3.50017, -4.63658], [6.48025, -2.30750, -3.80543], [7.40160, -2.65429, -2.74601], [6.76027, -2.05449, -1.44106], [7.06393, -0.64443, -1.16064], [6.55792, 0.37215, -2.13260], [6.94332, 1.81286, -1.75847], [8.36241, 1.96088, -1.89901], [8.62522, 3.19669, -2.57722], [7.35044, -3.71633, -4.96916], [5.77422, -3.23930, -5.53401], [5.87784, -4.41951, -4.27086], [8.40267, -2.30954, -3.00508], [7.52613, -3.72812, -2.60643], [7.05590, -2.61299, -0.55293], [5.69881, -2.30037, -1.41047], [7.97682, -0.42380, -0.78909], [5.47878, 0.21908, -2.12061], [7.10752, 0.24534, -3.06532], [6.51200, 1.87052, -0.75911], [6.43738, 2.45491, -2.47950], [8.28138, 3.27498, -3.60861], [9.71500, 3.21746, -2.57235], [8.21282, 4.05648, -2.04921], [0.69527, 1.80495, -1.44995], [0.02498, 0.59586, -1.30368], [0.48972, -0.32808, -2.23949], [0.08447, -1.76945, -1.81827], [0.93494, -2.17673, -0.70566], [0.63298, -3.53442, -0.09791], [1.42008, -3.75888, 1.18267], [1.21006, -5.01741, 1.65807], [1.68965, -5.29663, 2.91999], [1.77301, 1.71811, -1.58788], [0.76827, 2.38126, -0.52765], [0.12675, 2.50407, -2.06323], [1.57746, -0.27286, -2.28250], [0.17254, 0.03361, -3.21760], [0.12214, -2.44780, -2.67063], [-0.94702, -1.69871, -1.47309], [0.58895, -1.54214, -0.00018], [0.84679, -4.40945, -0.71168], [-0.43475, -3.63941, 0.09449], [0.87903, -3.22880, 1.96650], [2.40015, -3.28542, 1.24118], [2.75859, -5.43365, 3.08338], [1.31498, -6.18385, 3.43044], [1.44569, -4.50293, 3.62613], [-7.49059, -14.58125, -5.17047], [-8.34589, -13.46465, -5.40989], [-7.79801, -12.17113, -4.98216], [-7.81786, -12.13038, -3.50163], [-7.80949, -10.86364, -2.90009], [-8.96002, -10.01224, -3.05680], [-8.81609, -8.84245, -2.02260], [-7.68857, -8.06737, -2.41009], [-7.28759, -7.16227, -1.34908], [-7.94943, -15.49550, -5.54690], [-7.33282, -14.65159, -4.09425], [-6.52817, -14.46188, -5.66806], [-8.44272, -11.43145, -5.45686], [-6.82992, -11.97332, -5.44235], [-6.89988, -12.61804, -3.17361], [-8.61819, -12.74480, -3.08923], [-7.06214, -10.18425, -2.90230], [-9.84856, -10.62460, -2.90317], [-9.25575, -9.70519, -4.05997], [-8.95133, -9.37762, -1.08270], [-9.68994, -8.21383, -2.19387], [-7.27109, -7.72196, -0.41390], [-7.99024, -6.32980, -1.31188], [-6.28200, -6.77425, -1.51131], [-3.08743, 6.59743, -12.43641], [-1.66955, 6.78338, -12.04988], [-1.58453, 7.84123, -11.14519], [-0.06024, 7.79924, -10.69973], [0.27643, 6.65302, -9.83394], [1.68866, 6.74832, -9.37388], [2.15598, 5.42878, -8.63423], [1.81348, 4.31658, -9.40753], [2.60441, 3.96433, -10.51021], [-3.13750, 5.81513, -13.19378], [-3.38380, 7.52712, -12.92213], [-3.91685, 6.34743, -11.77485], [-2.23759, 7.74878, -10.27739], [-1.77864, 8.80475, -11.61644], [0.11968, 8.71612, -10.13843], [0.63215, 7.88903, -11.53676], [0.20032, 5.76737, -10.31346], [1.83219, 7.65420, -8.78492], [2.36968, 6.89237, -10.21266], [1.70694, 5.30065, -7.64932], [3.22828, 5.53270, -8.46842], [3.68824, 4.02130, -10.40940], [2.30578, 4.54250, -11.38465], [2.34535, 2.95715, -10.83667], [4.26259, 9.75521, -3.00425], [4.24015, 10.40298, -1.76819], [5.35002, 10.06812, -0.97366], [5.78315, 11.31960, -0.20801], [6.62256, 12.24658, -1.01712], [6.25078, 13.53557, -0.61419], [6.74574, 14.73184, -1.44936], [6.44654, 16.06192, -1.12118], [7.19389, 17.00212, -1.88346], [4.96022, 10.15243, -3.74156], [3.21115, 9.72187, -3.28973], [4.46205, 8.68600, -2.93275], [6.24218, 9.69381, -1.47569], [5.07169, 9.24166, -0.31976], [6.48333, 10.83056, 0.46926], [5.05062, 11.53671, 0.56940], [6.22642, 12.16009, -1.94215], [6.61143, 13.77314, 0.38660], [5.16641, 13.62849, -0.55420], [6.36699, 14.52932, -2.45117], [7.80255, 14.61017, -1.68694], [7.32334, 16.90934, -2.96176], [8.22887, 17.12343, -1.56377], [6.69566, 17.96502, -1.77077]],
  "atomic_forces_ev_per_a": [[-1.02, -1.52, 0.91], [0.40, 1.38, -0.13], [0.25, -0.19, -2.38], [-1.18, -0.71, 1.18], [-0.51, -0.17, -0.58], [0.85, 0.26, 0.25], [0.13, 0.87, 0.30], [0.36, 0.30, -0.14], [0.10, -0.24, 0.36], [-0.02, 0.44, 0.09], [0.32, -0.46, 0.22], [0.32, 0.05, -0.06], [-0.11, -0.46, 1.42], [0.29, 0.90, 0.20], [-0.88, -0.73, -0.14], [0.68, 1.08, -1.95], [0.33, -0.17, 0.42], [-0.05, 0.05, -0.07], [0.05, -0.01, 0.10], [-1.36, 0.04, 0.20], [-0.05, -0.19, -0.11], [0.90, -0.23, -0.09], [0.08, -0.40, 0.05], [0.10, 0.10, -0.05], [-0.13, 0.57, 1.58], [1.66, -0.66, 0.78], [-1.26, 0.23, -1.90], [0.03, -0.23, -1.26], [-0.36, -0.76, -0.83], [1.37, -1.37, 1.64], [-1.89, -0.33, -1.69], [1.31, 1.47, 0.98], [-1.64, -0.70, 0.84], [-0.15, 0.29, -0.16], [0.32, -0.13, -0.17], [-0.33, -0.40, -0.01], [0.17, 0.27, 0.29], [-0.10, -0.18, 0.15], [-0.08, 0.04, 0.28], [-0.22, 0.31, 0.13], [0.18, 0.03, -0.15], [-0.08, -0.29, -0.67], [0.38, 0.47, 1.03], [0.40, 1.00, 0.12], [-0.73, -0.28, -0.78], [0.29, 0.46, -0.18], [0.49, 0.29, 0.08], [0.32, -0.08, -0.11], [-0.55, -0.19, 0.45], [1.52, -0.22, -0.31], [1.20, 0.57, 1.42], [-2.62, 0.25, -1.86], [0.12, 0.69, 0.81], [0.66, -0.86, 0.99], [0.68, -1.02, -0.15], [1.46, 0.80, -0.06], [-1.74, 1.07, -0.62], [-0.85, -0.18, -1.20], [0.27, 0.24, 0.48], [-0.29, 0.06, 0.46], [0.62, 0.06, 0.25], [0.39, -0.27, 0.18], [-0.34, -0.23, 0.34], [0.13, 0.57, -0.19], [0.15, -0.21, -0.10], [-0.54, -0.38, -0.71], [0.08, 0.14, -0.13], [0.16, 0.22, -0.38], [-1.11, -0.29, -0.20], [0.49, -0.65, 0.15], [-0.28, -0.45, 0.32], [0.41, 0.25, 0.04], [-0.17, 0.33, -0.28], [0.79, 0.46, 1.11], [-0.61, -0.56, -1.21], [-1.64, -0.49, -1.64], [1.49, 0.66, 0.20], [0.81, -1.40, 1.55], [-1.74, 0.66, -1.27], [1.51, -0.03, -0.23], [-0.67, 0.17, 0.54], [-0.30, 0.58, 0.52], [0.18, -0.07, -0.16], [0.53, 0.30, -0.34], [0.59, -0.42, -0.37], [-0.47, 1.22, 0.77], [1.14, -0.04, 0.40], [-0.86, -1.13, -0.33], [-1.41, -0.24, -0.42], [0.41, -0.45, 0.07], [1.12, 0.80, 0.33], [-0.16, -0.91, 0.61], [-0.06, 0.35, -0.18], [0.18, 0.10, 0.03], [-0.73, -0.06, 0.05], [0.11, 0.13, 0.25], [-1.51, 0.86, 1.12], [2.34, -2.94, -0.64], [-0.09, 0.39, 0.13], [1.00, -0.98, -1.16], [-1.44, -1.57, 1.90], [0.14, 1.29, 0.11], [-1.12, -0.12, 0.88], [1.39, 0.42, -2.10], [-1.70, -0.74, 0.51], [-0.52, 0.18, 0.27], [0.25, 0.59, 0.21], [0.01, 0.68, -0.49], [0.47, 0.38, -1.16], [-0.48, 1.13, 0.70], [0.09, -0.52, -0.32], [-0.71, 0.19, -0.18], [0.30, 0.03, -0.42], [0.81, 0.68, 0.72], [-0.20, -0.69, -0.25], [0.20, 0.72, 0.56], [-0.23, -0.35, -0.47], [0.49, 0.09, 0.88], [0.32, -0.05, -0.26], [0.21, 0.33, -0.53], [-0.36, -0.73, 0.56], [-1.00, 0.23, 0.59], [1.36, 1.05, 0.30], [1.02, -0.97, -0.30], [-1.22, -1.35, -1.90], [1.58, 1.04, 0.52], [-0.13, -0.42, 0.62], [0.49, -0.30, 0.98], [-2.32, 0.77, -0.19], [0.11, 0.57, -0.39], [0.56, -0.54, -0.55], [-0.25, -0.39, 0.28], [0.26, 0.17, 0.02], [-0.40, 0.37, -0.12], [-0.30, 0.03, 0.22], [-0.02, 0.30, -0.08], [0.24, -0.08, -0.24], [-0.42, 0.01, 0.43], [-0.07, 0.34, 0.02], [0.35, -0.61, -0.25], [-0.79, 0.96, -0.64], [0.66, -0.21, -0.27], [0.60, 0.42, 0.09], [0.05, -0.65, 0.30], [0.72, 0.93, 0.22], [-0.33, -0.60, -0.54], [0.97, 1.72, 1.30], [-0.98, -1.88, -0.36], [-1.05, 1.63, 0.12], [2.13, -2.03, -1.54], [-0.06, -0.79, 0.80], [-2.80, 0.54, -2.08], [0.91, 0.68, 0.02], [-0.22, 0.05, -0.73], [-0.07, -0.06, 0.27], [-0.10, -0.15, 0.21], [-0.62, -0.04, 0.10], [-0.06, 0.28, -0.35], [0.40, -0.44, 0.85], [-0.45, -0.43, 0.24], [0.44, 0.04, -0.90], [-0.16, 0.25, 0.22], [0.06, -0.02, 0.26], [-0.78, -0.27, 0.34], [0.34, 0.79, 0.52], [0.39, -0.26, 0.35], [0.84, 0.38, -0.13], [0.48, -0.32, 0.79], [0.74, 1.49, -1.09], [-0.04, -2.55, -0.11], [-1.44, 0.82, 0.96], [1.73, 0.30, 0.15], [-1.32, 0.62, -0.06], [1.71, -0.74, 0.67], [-0.60, -2.07, -0.19], [-1.44, 0.94, -0.22], [1.16, -0.47, 0.68], [0.04, -0.47, -0.19], [-0.08, 0.31, 0.11], [-0.07, 0.32, 1.01], [0.04, 0.55, 0.25], [-0.45, -0.25, -0.17], [0.74, -0.11, -0.01], [-0.28, 0.62, -0.68], [0.06, -0.41, -0.33], [0.01, 0.26, -0.72], [-0.82, -0.44, -0.71], [0.63, 1.09, 0.46], [-0.15, 0.20, 0.25], [-0.24, -0.56, -0.13], [-0.02, 0.52, -0.15], [0.07, 0.02, 0.27], [0.07, 1.51, 1.33], [0.07, -0.06, 1.11], [0.41, -0.93, -0.43], [-0.17, 0.96, -0.48], [-0.09, -1.43, 0.69], [0.32, 0.37, -0.78], [-1.80, 2.76, 1.46], [0.60, -3.50, -0.85], [0.50, 0.34, 2.04], [-0.02, -0.31, -1.20], [-0.75, -0.40, 0.78], [0.50, -0.18, -0.92], [0.29, -0.26, 0.13], [-0.47, -0.64, -0.42], [0.22, -0.03, 0.06], [-0.45, -0.16, -0.23], [0.55, 0.30, 0.57], [0.37, 0.41, -0.79], [-0.22, 0.09, 0.34], [-0.08, 1.46, 0.09], [0.65, -0.78, -0.64], [0.56, 0.24, -0.96], [-0.78, -0.29, -0.94], [-0.27, 0.52, 0.05], [-0.16, 0.83, 0.30], [0.52, 0.50, -0.50], [-1.29, -1.37, -1.75], [1.80, -0.49, 0.60], [-0.82, 2.44, 0.95], [-0.80, -0.18, 0.52], [-1.84, -0.87, -2.97], [0.72, -0.23, 1.64], [-0.30, -0.70, -0.51], [-0.23, 0.22, 0.05], [0.20, -0.43, 0.07], [0.19, 0.09, -0.07], [-0.35, -0.05, 0.24], [0.41, -0.31, 0.22], [0.08, -0.25, 0.22], [-0.38, 0.14, -0.21], [1.03, -1.07, -0.44], [-0.32, -0.03, 1.10], [0.94, 0.80, -0.56], [1.18, 0.69, 0.67], [-0.32, 0.19, 0.42], [-0.11, 0.18, 0.18], [-0.06, 0.05, 0.21], [-0.10, -0.16, -0.41], [1.11, 0.36, -1.60], [-3.27, -1.11, -0.03], [3.05, -0.12, 0.58], [-1.17, 0.21, 0.75], [0.81, 0.69, 0.41], [-0.53, -0.92, 0.20], [-0.34, 1.83, -0.75], [0.05, -1.02, 0.49], [-0.49, 0.08, -1.09], [0.43, 0.03, -0.05], [-0.12, 0.13, -0.14], [0.82, 0.02, 1.28], [-0.02, -0.27, 0.11], [-0.10, 0.18, -0.23], [-0.02, 0.03, 0.38], [-0.23, -0.20, -0.62], [-0.28, 0.01, -0.27], [-0.18, -0.14, 0.44], [0.20, -0.10, -0.47], [-0.32, 0.05, -0.18], [0.31, -0.23, -0.12], [0.05, 0.18, 0.52], [0.22, 0.54, -0.15], [0.01, -0.23, 0.56], [-1.35, -1.06, -0.13], [0.76, -0.01, -0.51], [0.09, 1.03, 0.74], [2.05, -3.39, 1.02], [-1.36, -1.16, -0.25], [-0.61, 4.31, 1.87], [0.87, -1.53, -2.52], [0.05, -0.12, 0.16], [0.07, 0.92, 0.31], [-0.16, 0.42, -0.04], [0.13, 0.58, -0.83], [0.51, -0.26, 0.40], [-0.12, 0.13, -0.88], [-0.12, 0.11, 0.48], [0.64, 0.07, 0.35], [-0.63, 1.58, -0.86], [0.12, -0.19, -0.61], [0.05, -0.46, 0.41], [-0.33, 0.18, 0.05], [-0.62, 0.13, -0.55], [0.62, 0.07, 0.76], [-0.74, -1.04, -0.29], [0.09, -0.24, 0.64], [-0.01, -0.05, 0.28]],
  "e_lumo_ev": 0.176,
  "homo_lumo_gap_ev": 8.480,
  "e_above_lowest_ev": 9.2302,
  "charge": 0,
  "total_energy_ha": -5258.8907
}